[1]
94
Properties=species:S:1:pos:R:3:forces:R:3 method="wB97M-V/def2-TZVPD" s_squared=3.78 energy_ha=-2911.27557 multiplicity=4 e_homo_ev="-16.28 / -16.28" total_charge=+3 lumo_ev="-9.46 / -10.60" gap_ev="6.8112 / 5.6808"
Sb -1.277 0.260 -1.231 0.0 0.0 0.0
Tc 0.784 -0.187 0.451 0.2 0.0 -0.1
P 2.288 0.814 -1.088 -0.2 -0.1 0.0
P -0.603 -0.489 2.445 -0.1 -0.1 -0.2
N 0.595 1.713 1.009 -0.1 -0.1 0.1
C -4.283 -2.122 3.085 0.0 0.0 0.0
C -5.117 1.382 0.524 0.0 0.0 0.0
C -3.226 0.269 -0.451 0.0 0.0 0.0
C 2.430 -0.192 -3.646 0.0 0.0 0.0
C 2.200 2.595 -0.656 0.1 -0.1 0.0
C -3.951 -0.916 -0.536 0.0 0.0 0.0
C -5.266 -0.941 -0.095 0.0 0.0 0.0
C -3.015 -3.641 1.709 0.0 0.0 0.0
C -0.402 -2.378 -2.407 0.0 0.0 0.0
C 4.009 -2.144 1.081 0.0 0.0 0.0
C -3.804 1.422 0.077 0.0 0.0 0.0
C -1.076 3.304 -1.490 0.0 0.0 0.0
C -0.201 2.176 2.020 0.0 -0.1 0.0
C -0.880 2.103 -2.171 0.0 0.0 0.1
C 0.675 -0.911 6.299 0.0 0.0 0.0
C 1.305 2.768 0.515 0.1 0.1 -0.1
C 4.996 0.814 -4.081 0.0 0.0 0.0
C -3.228 -1.224 3.080 0.0 0.0 0.0
C 3.718 0.621 1.400 0.0 0.0 0.0
C -1.201 -1.264 -2.657 0.0 0.0 0.0
C 3.193 -0.009 0.258 0.0 0.0 0.0
C 4.376 1.034 -2.864 0.0 0.0 0.0
C -4.174 -3.330 2.407 0.0 0.0 0.0
C -0.349 -3.412 -3.329 0.0 0.0 0.0
C -1.169 1.263 2.669 0.1 0.0 0.1
C 0.040 3.309 -4.037 0.0 0.0 0.0
C -2.062 -1.535 2.383 0.0 0.1 0.1
C 4.340 0.096 -5.075 0.0 0.0 0.0
C -1.898 -2.220 -4.744 0.0 0.0 0.0
C 4.409 -0.121 2.343 0.0 0.0 0.0
C 1.446 -1.755 3.768 0.0 0.0 0.0
C 3.089 0.531 -2.652 0.0 0.1 0.1
C 1.771 -1.753 6.145 0.0 0.0 0.0
C 3.323 -1.411 0.125 0.1 0.0 0.0
C -1.958 -1.183 -3.823 0.0 0.0 0.0
C 3.065 -0.410 -4.860 0.0 0.0 0.0
C -0.159 4.505 -3.362 0.0 0.0 0.0
C -1.959 -2.743 1.694 0.0 0.0 0.0
C 0.981 3.938 1.275 0.2 0.1 -0.1
C -1.097 -3.327 -4.497 0.0 0.0 0.0
C -0.722 4.505 -2.092 0.0 0.0 0.0
C 2.154 -2.179 4.882 0.0 0.0 0.0
C -5.845 0.203 0.435 0.0 0.0 0.0
C -0.040 -0.491 5.190 0.0 0.0 0.0
C 4.565 -1.494 2.178 0.0 0.0 0.0
C 0.053 3.570 2.201 -0.1 0.0 0.2
C -0.322 2.104 -3.446 0.0 0.0 0.0
C 0.350 -0.907 3.915 0.0 0.0 0.0
H -3.264 2.360 0.114 0.0 0.0 0.0
H -2.143 1.354 2.165 0.0 0.0 0.0
H 2.965 -1.900 -0.779 0.0 0.0 0.0
H 2.994 -2.852 4.770 0.0 0.0 0.0
H 4.135 -3.211 0.957 0.0 0.0 0.0
H -1.046 -2.997 1.163 0.0 0.0 0.0
H -2.595 -0.327 -4.019 0.0 0.0 0.0
H 1.736 -2.105 2.782 0.0 0.0 0.0
H -2.931 -4.585 1.188 0.0 0.0 0.0
H 5.126 -2.060 2.909 0.0 0.0 0.0
H -1.506 3.324 -0.496 0.0 0.0 0.0
H 0.178 -2.454 -1.487 0.0 0.0 0.0
H 3.186 3.038 -0.489 0.0 0.0 0.0
H -5.841 -1.854 -0.177 0.0 0.0 0.0
H 2.565 -0.972 -5.637 0.0 0.0 0.0
H 0.112 5.442 -3.832 0.0 0.0 0.0
H -5.579 2.277 0.918 0.0 0.0 0.0
H 4.830 -0.074 -6.024 0.0 0.0 0.0
H -0.908 0.140 5.334 0.0 0.0 0.0
H 5.992 1.197 -4.256 0.0 0.0 0.0
H -1.061 -4.134 -5.217 0.0 0.0 0.0
H -6.874 0.181 0.768 0.0 0.0 0.0
H -0.421 4.199 2.938 0.0 0.0 0.0
H 0.372 -0.591 7.286 0.0 0.0 0.0
H 0.463 3.311 -5.033 0.0 0.0 0.0
H -4.995 -4.035 2.429 0.0 0.0 0.0
H 4.839 0.372 3.204 0.0 0.0 0.0
H 3.616 1.690 1.537 0.0 0.0 0.0
H 1.438 -0.589 -3.472 0.0 0.0 0.0
H -0.895 5.440 -1.574 0.0 0.0 0.0
H 4.896 1.583 -2.087 0.0 0.0 0.0
H -2.484 -2.165 -5.652 0.0 0.0 0.0
H -3.510 -1.812 -0.959 0.0 0.0 0.0
H -5.187 -1.887 3.631 0.0 0.0 0.0
H 1.401 4.919 1.118 0.0 0.0 0.0
H -3.320 -0.294 3.630 0.0 0.0 0.0
H -0.178 1.180 -3.991 0.0 0.0 0.0
H -1.322 1.537 3.712 0.0 0.0 0.0
H 2.319 -2.085 7.017 0.0 0.0 0.0
H 1.769 3.114 -1.524 0.0 0.0 0.0
H 0.264 -4.283 -3.139 0.0 0.0 0.0

***

[2]
106
Properties=species:S:1:pos:R:3:forces:R:3 method="wB97M-V/def2-TZVPD" energy_ha=-7693.35249 multiplicity=1 e_homo_ev=-2.21 total_charge=-2 lumo_ev=3.29 gap_ev=5.5043
In -0.460 -0.515 -0.260 -0.2 -0.4 -0.4
Br 6.424 2.938 3.077 -0.1 0.0 0.0
Cl -4.325 6.278 -0.019 -0.1 0.1 0.0
Cl -0.903 3.224 -2.796 0.0 -0.1 -0.2
Cl -1.296 2.686 2.560 0.1 0.0 0.2
S -2.063 -0.407 1.730 0.2 0.1 -0.4
S 1.468 -1.980 0.679 -0.3 0.5 -0.2
S -0.859 -3.177 -0.715 0.0 0.1 0.0
O 1.022 0.454 2.197 0.3 0.2 -0.2
O 2.438 1.264 0.104 -0.2 0.1 0.0
O -0.505 1.801 -0.232 0.2 -0.2 0.2
N -0.691 -0.384 -2.521 0.1 0.2 1.1
N 3.603 -5.001 1.151 0.0 0.0 0.0
N 2.334 0.782 6.173 0.1 0.0 0.0
N 0.391 -6.712 -1.102 0.0 0.0 0.1
N 0.765 0.120 4.750 0.1 0.0 -0.2
C -3.187 4.955 -0.069 0.1 0.0 0.0
C 2.893 -1.222 -3.475 0.1 0.0 0.0
C 0.170 -1.905 -4.315 0.1 -0.1 0.0
C -4.230 0.603 -2.284 -0.1 0.1 0.0
C 3.180 -0.005 -4.356 0.0 -0.1 0.0
C 1.314 0.274 6.948 -0.3 -0.1 -0.1
C -4.941 -3.015 2.714 0.0 0.0 0.0
C 1.385 -2.170 -5.213 0.0 -0.1 -0.1
C -1.876 3.307 1.056 0.1 -0.2 -0.3
C -5.463 -3.432 1.497 -0.1 -0.1 0.0
C 1.653 -0.951 -6.102 0.0 0.0 0.1
C -4.067 0.473 -6.069 0.1 0.0 0.1
C -4.900 -2.957 0.321 0.0 0.0 0.0
C 4.007 1.700 3.912 -0.1 0.0 0.0
C 0.775 -5.754 -0.583 -0.2 -0.2 -0.2
C 0.408 -0.655 -3.438 0.0 0.0 -0.2
C -5.182 0.940 -1.164 0.1 0.0 0.0
C -4.623 0.671 -3.621 0.0 0.0 0.0
C 0.749 0.564 -4.326 0.1 0.0 0.0
C 1.148 0.132 8.318 0.1 0.0 0.0
C 2.748 1.111 3.726 0.0 0.1 -0.3
C -0.858 -0.706 6.477 0.0 0.0 0.0
C -3.841 -2.063 0.350 0.0 -0.1 0.1
C -0.041 -0.432 8.748 0.1 0.0 0.1
C -3.694 0.374 -4.609 0.0 0.0 0.0
C 2.210 0.984 2.432 0.0 0.0 0.2
C 4.709 2.141 2.824 0.2 0.1 0.1
C -1.719 3.543 -1.303 0.0 -0.1 0.3
C 1.953 0.270 -5.226 0.0 0.1 -0.1
C -3.313 -1.633 1.569 0.0 0.0 0.0
C -2.632 4.579 -1.278 0.0 -0.1 0.0
C 1.662 -0.957 -2.609 -0.1 0.0 0.0
C 0.331 -0.139 6.029 0.2 0.1 0.3
C -1.026 -0.843 7.842 -0.1 0.0 0.0
C -1.943 -0.062 -2.939 -0.2 0.0 -0.1
C -2.397 0.006 -4.280 0.0 0.0 -0.1
C 2.970 1.453 1.329 0.0 -0.1 0.1
C 1.952 0.666 4.857 -0.2 -0.1 0.3
C -2.790 4.344 1.104 0.0 0.0 -0.1
C -2.937 0.247 -1.975 0.3 0.1 -0.1
C -3.873 -2.134 2.750 0.0 0.0 -0.1
C 2.621 -2.444 -4.354 0.0 0.0 0.0
C 2.634 2.301 -0.848 0.0 0.0 0.0
C -1.336 2.780 -0.158 0.0 0.1 -0.1
C 2.579 -4.794 0.655 0.3 0.0 0.1
C 0.678 -3.359 -0.003 0.1 -0.4 0.0
C 4.207 2.032 1.531 -0.1 0.0 0.0
C 1.320 -4.602 0.035 0.0 0.2 0.0
H -3.485 1.260 -6.555 0.0 0.0 0.0
H 3.669 2.329 -1.206 -0.1 0.0 0.0
H -3.429 -1.693 -0.578 0.0 -0.1 0.0
H 0.632 0.114 3.044 -0.2 0.1 -0.1
H 1.471 -1.844 -2.004 0.0 0.0 0.1
H -3.168 4.683 2.058 0.0 0.0 0.0
H 3.390 0.866 -3.725 0.0 0.0 0.0
H -1.609 -1.022 5.765 0.0 0.0 0.0
H 1.179 -3.041 -5.844 0.0 0.0 0.0
H 2.363 3.270 -0.419 0.0 0.0 0.0
H -2.652 0.270 -0.927 -0.1 0.1 0.0
H 2.503 -1.151 -6.767 0.0 0.0 0.0
H 4.793 2.385 0.696 0.0 0.0 0.0
H -0.003 -2.759 -3.654 0.0 0.0 0.0
H -5.298 -3.275 -0.636 0.0 0.0 0.0
H 3.198 1.160 6.512 0.0 0.0 0.0
H 1.850 -0.120 -1.928 0.0 0.0 0.0
H -6.297 -4.123 1.467 0.0 0.0 0.0
H -0.721 -1.796 -4.933 0.0 0.0 0.0
H -6.184 1.151 -1.542 0.0 0.0 0.0
H -3.852 -0.464 -6.590 0.0 0.0 0.0
H -5.125 0.703 -6.197 0.0 0.0 0.0
H 4.063 -0.188 -4.981 0.0 0.0 0.0
H -2.884 5.094 -2.194 0.0 0.0 0.0
H 0.972 1.410 -3.668 0.0 0.0 0.0
H 2.450 -3.322 -3.724 0.0 0.0 0.0
H 1.955 2.090 -1.668 0.0 0.0 0.0
H 3.487 -2.653 -4.993 0.0 0.0 0.0
H -5.242 0.115 -0.450 0.0 0.0 0.0
H 3.746 -1.423 -2.820 0.0 0.0 0.0
H 0.780 -0.746 -6.732 0.0 0.0 0.0
H 4.421 1.822 4.903 0.0 0.0 0.0
H 2.145 1.140 -5.866 0.0 0.0 0.0
H -4.829 1.817 -0.615 0.0 0.0 0.0
H -3.461 -1.808 3.698 0.0 0.0 0.0
H 1.915 0.445 9.015 0.0 0.0 0.0
H -5.638 0.954 -3.880 0.0 0.0 0.0
H -1.735 -0.208 -5.106 0.0 0.0 0.1
H -0.214 -0.559 9.810 0.0 0.0 0.0
H -5.372 -3.375 3.641 0.0 0.0 0.0
H -1.938 -1.282 8.227 0.0 0.0 0.0
H -0.102 0.860 -4.938 0.0 0.0 0.0

***

[3]
111
Properties=species:S:1:pos:R:3:forces:R:3 method="wB97M-V/def2-TZVPD" s_squared=2.08 energy_ha=-5191.55561 multiplicity=3 e_homo_ev="-3.25 / -3.53" total_charge=-1 lumo_ev="-0.31 / -0.32" gap_ev="2.9457 / 3.2115"
Mo -1.524 -0.127 -0.346 0.9 1.4 1.4
Cl -3.363 4.478 3.789 0.1 0.1 0.0
Cl 1.572 0.713 2.593 -1.1 0.2 0.3
Cl -0.816 4.541 5.609 0.1 0.5 1.2
Cl 1.145 1.928 5.482 0.6 0.3 0.7
S -2.924 -2.338 4.117 2.5 2.0 -2.8
F 5.097 -0.027 -2.172 -0.9 0.5 -0.4
O -1.531 -2.767 4.271 -1.4 0.2 0.5
O -3.911 -3.400 4.013 0.0 0.4 0.6
O -3.005 2.625 1.497 -0.8 0.2 -0.1
O -2.721 2.998 -2.939 -0.9 0.3 -0.7
O -0.912 1.060 0.982 -0.9 -0.8 -0.5
O 0.181 0.148 -1.537 -1.5 0.6 0.7
O -2.167 -1.257 -1.605 0.5 -0.7 -0.6
O -2.397 1.546 -1.305 0.5 -0.8 -0.4
N 7.746 0.195 -3.701 0.6 -0.9 0.3
N -3.507 -0.609 0.708 0.8 0.5 -0.8
N 5.516 1.689 -4.290 2.1 -1.6 -2.0
N 1.101 3.458 -3.921 -0.3 -1.4 -1.4
N 2.437 -8.237 4.132 -1.0 2.1 -0.2
N -2.831 -1.281 2.778 0.0 -1.9 1.8
C 0.555 -3.818 1.743 0.3 0.1 0.5
C -3.050 0.899 6.665 -0.2 -1.0 -0.5
C -3.877 1.292 8.996 0.1 -1.0 1.0
C -1.923 -1.589 -3.931 1.1 -1.4 0.3
C -0.500 -1.765 0.470 0.1 -0.2 0.9
C -4.473 -0.328 -0.168 -0.7 0.6 0.3
C 6.616 -0.499 -4.473 0.4 -0.7 -0.3
C -0.250 -4.875 2.139 -0.8 0.1 0.3
C 1.625 -6.035 3.116 -0.3 1.1 0.0
C 2.017 5.675 -4.264 -0.1 1.1 -2.8
C 6.700 2.406 -3.843 -0.4 0.4 -0.8
C 2.771 0.616 -2.147 -1.0 -0.3 0.7
C -2.228 -2.291 -2.608 -1.0 -0.2 1.1
C -3.292 -1.169 5.440 -1.2 -2.0 1.1
C -5.808 -0.512 0.104 0.2 0.8 -1.6
C -2.110 2.629 2.338 1.2 -1.0 -0.8
C 0.277 -5.982 2.840 -1.4 1.9 -1.6
C 0.381 1.258 -2.225 0.7 -0.3 0.5
C -3.765 0.366 7.768 0.0 1.9 -1.5
C 5.791 0.541 -5.172 -0.7 1.5 -1.1
C 7.948 1.578 -4.089 2.3 2.6 -0.5
C -0.562 2.151 -2.752 -0.6 1.5 -2.4
C -2.012 3.410 3.509 -0.6 1.0 1.0
C -4.364 -0.894 7.595 1.5 -0.2 -0.1
C -0.220 3.103 -3.786 -1.4 -1.0 2.4
C -2.729 0.078 5.542 0.6 0.7 0.7
C -4.120 -1.684 6.473 0.9 3.0 -0.7
C 3.330 2.499 -4.157 -2.6 0.1 0.6
C -3.837 -1.174 1.924 0.2 0.0 -0.5
C 0.106 1.607 3.022 -0.1 1.5 1.2
C 1.917 -3.911 2.033 1.1 0.0 -0.6
C 1.731 1.487 -2.548 0.9 1.2 -2.4
C 0.684 5.714 -4.999 -1.8 -1.2 2.9
C 2.012 -7.197 3.797 2.4 -3.2 0.5
C -6.203 -1.119 1.250 0.8 -0.7 3.2
C 1.434 4.441 -4.911 1.2 0.0 0.6
C -0.912 1.829 2.115 0.3 -1.8 -1.0
C -3.685 -2.760 -2.565 0.3 0.8 1.7
C -2.017 2.208 -2.352 0.3 0.0 0.8
C 2.051 2.479 -3.568 0.9 0.4 0.4
C -0.986 3.357 4.431 1.3 -2.7 -1.7
C 0.027 2.321 4.262 -0.8 0.7 -1.3
C 4.288 1.636 -3.677 0.4 0.2 0.9
C -1.407 -3.502 -2.260 2.2 0.5 1.1
C 4.012 0.735 -2.680 0.6 -0.2 0.7
C 0.010 -2.655 1.134 -0.3 0.3 -1.1
C 2.467 -4.968 2.708 1.0 -0.7 0.2
C -5.191 -1.547 2.141 -0.9 -0.7 -0.7
H 8.256 1.656 -5.191 -0.5 -0.5 1.6
H -4.217 0.218 -1.076 0.2 -0.3 0.2
H 6.313 0.904 -6.080 0.3 -0.1 0.4
H 7.594 0.159 -2.681 -0.3 -0.1 -0.4
H 2.654 -3.228 1.613 -0.6 0.4 0.2
H -4.607 -2.594 6.339 -0.5 -1.6 -0.1
H -0.452 -6.730 3.078 0.2 -0.6 0.5
H -4.781 -1.426 8.409 -0.9 0.0 0.9
H 2.451 -0.101 -1.408 0.4 -0.3 0.2
H -7.245 -1.075 1.614 0.5 -0.7 -0.6
H -1.925 0.342 4.842 -0.7 0.4 0.0
H 3.532 3.055 -5.056 0.1 0.3 0.1
H -4.860 1.744 9.217 0.2 -0.3 -0.6
H -2.136 -2.320 -4.722 -0.3 0.5 -0.2
H -3.123 2.131 9.051 -0.6 -1.2 -0.4
H -2.471 -0.672 -3.964 -0.6 0.4 -0.4
H -0.333 -3.301 -2.287 0.2 0.1 -0.8
H -5.295 -2.333 2.906 -0.6 1.1 -0.1
H -1.331 -4.700 1.941 0.8 -0.7 0.4
H 1.815 4.166 -5.922 0.0 -0.4 1.1
H -4.130 -1.909 -2.998 -1.8 0.9 -0.1
H 6.829 3.360 -4.377 0.1 -0.1 -0.1
H 8.900 1.932 -3.488 -2.0 -0.4 -1.1
H 2.006 5.857 -3.205 0.0 -0.4 0.1
H -1.000 3.715 -4.324 1.0 -0.9 1.1
H 2.728 6.215 -4.879 0.6 -0.1 0.6
H 6.053 -1.157 -3.803 0.3 0.4 -0.1
H -3.721 0.596 9.860 0.1 0.8 -0.3
H -1.659 -4.331 -2.890 -0.1 -0.4 -0.4
H 0.574 5.970 -6.010 -0.1 1.1 -0.9
H -6.509 -0.149 -0.614 -0.4 0.2 -0.3
H -1.409 -3.818 -1.210 -1.1 0.2 -0.1
H 7.122 -1.057 -5.242 0.2 -0.7 -0.1
H -4.040 -2.998 -1.514 0.5 0.6 -1.2
H 3.596 -4.942 2.816 -1.6 -0.5 0.2
H 6.606 2.711 -2.826 -0.1 -0.1 1.1
H -2.773 1.961 6.638 0.3 -0.6 0.2
H 8.692 -0.177 -3.890 -1.0 -0.8 0.3
H -0.218 5.750 -4.337 0.8 0.3 -0.9
H -0.857 -1.342 -4.017 -0.1 0.0 0.2
H -3.912 -3.598 -3.156 0.1 -1.2 -1.0
H 4.870 0.134 -5.692 0.7 0.3 1.4